Entry 1:
This record from the Open Molecules 2025 dataset describes a 10-piece molecular cluster, H20O10 overall. The level of theory is ωB97M-V/def2-TZVPD.

The geometry in XYZ format:
```
30
Properties=species:S:1:pos:R:3:lowdin_charge:R:1
O -1.58 -2.18 -1.34 0.04
H -2.15 -2.81 -1.30 -0.05
H -1.41 -1.96 -0.39 0.04
O 0.91 0.86 -3.00 -0.15
H 0.88 0.74 -1.98 0.01
H 0.00 1.04 -3.41 0.06
O -1.01 -1.53 1.48 0.02
H -0.55 -1.78 2.17 -0.03
H -1.81 -2.11 1.60 0.10
O -2.11 2.67 0.02 0.02
H -2.25 1.92 -0.60 0.05
H -2.91 2.77 0.53 0.09
O -0.10 2.24 0.86 0.05
H 0.28 2.97 0.55 0.02
H -0.94 2.27 0.57 -0.14
O 2.90 -1.29 -1.03 -0.01
H 2.48 -0.56 -0.81 -0.09
H 2.71 -1.46 -1.99 0.10
O 0.58 0.92 3.32 -0.08
H 1.44 1.05 3.66 0.01
H 0.91 1.36 2.47 0.05
O 2.79 -2.13 1.61 -0.08
H 3.73 -2.30 1.85 0.05
H 2.76 -1.78 0.72 -0.04
O 0.75 0.18 -0.34 -0.08
H 0.41 -0.63 0.07 0.04
H 0.37 0.94 0.15 -0.01
O -2.15 0.53 -1.86 -0.07
H -3.11 0.48 -1.79 0.05
H -1.81 -0.40 -1.80 0.03
```

Results
LUMO energy: -0.0625 eV
energy above the lowest of the compared OMol25 structures with the same formula, charge and spin: 4.7433 eV
orbital gap: 10.127 eV
HOMO energy: -10.19 eV

Entry 2:
This record from the Open Molecules 2025 dataset describes a 10-piece molecular cluster, H20O10 overall. The level of theory is ωB97M-V/def2-TZVPD.

The geometry in XYZ format:
```
30
Properties=species:S:1:pos:R:3:lowdin_charge:R:1
H -0.12 -1.01 -0.24 0.03
H -1.11 0.05 0.21 0.02
H -1.31 -0.32 -2.30 0.01
H -2.37 0.07 -3.32 0.05
H 2.06 -2.27 1.05 0.02
H 0.93 -2.65 1.99 0.04
H -0.22 0.37 -3.77 -0.02
H 1.25 0.03 -3.96 0.03
H 0.72 3.14 3.06 0.08
H 1.28 3.26 1.65 0.07
H 0.65 -3.89 -0.05 0.03
H 2.07 -3.41 -0.34 0.03
H -0.17 -1.44 1.38 0.03
H -0.32 -0.43 2.50 0.09
H -4.02 -0.67 0.87 0.03
H -2.97 0.41 1.09 -0.01
H 2.35 2.06 -1.92 0.03
H 3.36 1.21 -1.17 0.03
H -1.50 2.85 2.18 0.06
H -0.56 1.88 1.50 0.02
O -0.55 -0.20 -0.54 -0.08
O -1.83 0.43 -2.60 -0.07
O 1.67 -2.04 1.90 -0.04
O 0.48 0.37 -4.43 -0.06
O 0.59 2.82 2.16 -0.09
O 1.55 -4.21 -0.17 -0.04
O -0.14 -0.50 1.56 -0.11
O -3.89 0.19 1.28 -0.05
O 3.30 1.92 -1.82 -0.06
O -1.16 1.96 2.25 -0.10
```

Results
LUMO energy: -0.7257 eV
energy above the lowest of the compared OMol25 structures with the same formula, charge and spin: 6.9310 eV
orbital gap: 9.151 eV
HOMO energy: -9.88 eV

Entry 3:
This record from the Open Molecules 2025 dataset describes a 10-piece molecular cluster, H20O10 overall. The level of theory is ωB97M-V/def2-TZVPD.

The geometry in XYZ format:
```
30
Properties=species:S:1:pos:R:3:lowdin_charge:R:1
O 2.81 3.08 0.40 -0.06
H 1.89 2.92 0.40 -0.06
H 2.90 3.90 0.93 0.07
O -3.69 -1.52 -0.91 -0.01
H -3.01 -0.97 -1.26 -0.03
H -4.31 -1.04 -0.44 0.02
O 2.48 0.23 0.52 -0.01
H 2.71 0.92 -0.05 0.00
H 3.08 -0.48 0.45 0.07
O 1.57 1.07 -2.08 -0.02
H 0.95 0.43 -1.77 -0.01
H 2.33 0.48 -2.17 0.05
O 0.12 2.99 0.72 -0.01
H -0.26 2.20 0.37 -0.02
H -0.03 3.68 0.12 0.04
O -2.02 0.16 -2.15 0.00
H -1.36 -0.34 -2.60 0.06
H -1.63 0.27 -1.32 -0.03
O -0.72 -1.99 0.84 -0.01
H -1.54 -2.04 1.29 0.07
H -0.14 -2.37 1.50 0.09
O -2.10 -3.78 -0.68 -0.06
H -2.84 -3.22 -0.75 -0.04
H -1.43 -3.21 -0.27 -0.02
O -0.34 0.47 0.02 -0.07
H -0.68 -0.39 0.32 0.01
H 0.59 0.28 0.13 0.02
O 1.80 -0.48 3.09 -0.04
H 1.86 -0.27 2.12 0.00
H 1.05 -0.98 3.25 -0.02
```

Results
LUMO energy: -0.3011 eV
energy above the lowest of the compared OMol25 structures with the same formula, charge and spin: 3.0579 eV
orbital gap: 10.508 eV
HOMO energy: -10.81 eV

Entry 4:
This record from the Open Molecules 2025 dataset describes a 10-piece molecular cluster, H20O10 overall. The level of theory is ωB97M-V/def2-TZVPD.

The geometry in XYZ format:
```
30
Properties=species:S:1:pos:R:3:lowdin_charge:R:1
H -0.10 -1.35 1.22 0.05
H 0.30 0.13 1.14 -0.04
H -2.64 2.83 -3.00 0.02
H -1.43 2.40 -2.21 0.06
H 3.22 2.09 -1.09 0.09
H 4.36 1.76 -2.05 0.03
H -1.94 0.79 2.50 0.06
H -0.63 0.40 2.97 0.01
H 1.66 2.31 1.97 0.11
H 1.45 0.89 2.15 -0.02
H 0.58 -2.81 -0.26 0.01
H 1.35 -3.13 -1.56 0.10
H -2.36 -4.66 -1.05 0.09
H -1.37 -3.84 -0.37 -0.01
H 5.19 -2.22 -0.66 0.06
H 4.16 -1.26 0.18 0.02
H -0.20 4.17 0.89 -0.02
H -0.28 5.31 -0.11 0.04
H -4.34 -1.15 0.25 0.07
H -4.94 -0.72 -1.17 0.00
O 0.40 -0.70 0.68 -0.08
O -2.25 2.96 -2.13 -0.08
O 3.67 1.28 -1.56 -0.11
O -1.36 0.03 2.49 -0.04
O 0.99 1.58 1.82 -0.02
O 0.88 -2.34 -1.06 -0.13
O -1.69 -4.74 -0.28 -0.09
O 5.00 -1.71 0.17 -0.09
O -0.76 4.58 0.27 -0.02
O -5.13 -1.17 -0.37 -0.07
```

Results
LUMO energy: -0.2399 eV
energy above the lowest of the compared OMol25 structures with the same formula, charge and spin: 5.2068 eV
orbital gap: 10.482 eV
HOMO energy: -10.72 eV

Entry 5:
This record from the Open Molecules 2025 dataset describes a 10-piece molecular cluster, H20O10 overall. The level of theory is ωB97M-V/def2-TZVPD.

The geometry in XYZ format:
```
30
Properties=species:S:1:pos:R:3:lowdin_charge:R:1
O 6.30 -11.53 3.45 -0.09
H 7.02 -12.01 3.03 0.02
H 5.80 -12.22 3.94 -0.01
O 6.85 -12.75 7.46 -0.06
H 6.74 -12.60 8.40 0.03
H 5.97 -12.96 7.13 0.01
O 0.66 -15.14 5.76 -0.05
H 0.83 -16.08 5.64 0.04
H 1.48 -14.71 5.46 -0.01
O 2.12 -12.10 6.00 -0.04
H 1.67 -11.30 6.31 0.05
H 1.48 -12.81 6.16 0.02
O 8.74 -14.83 4.00 -0.06
H 8.40 -14.83 4.91 0.03
H 9.25 -15.65 3.93 0.03
O 5.10 -13.62 4.80 -0.05
H 4.14 -13.72 4.80 0.01
H 5.44 -14.54 4.78 0.02
O 4.00 -17.09 6.89 -0.07
H 4.72 -16.81 6.30 -0.01
H 3.59 -17.85 6.46 0.02
O 4.11 -16.12 2.17 -0.05
H 3.72 -17.01 2.08 0.05
H 3.41 -15.57 2.59 0.01
O 5.67 -16.34 4.63 -0.06
H 5.01 -16.48 3.92 0.04
H 6.36 -17.00 4.47 0.08
O 2.68 -14.15 3.46 -0.06
H 2.61 -13.21 3.69 0.07
H 1.88 -14.34 2.96 0.08
```

Results
LUMO energy: -0.2733 eV
energy above the lowest of the compared OMol25 structures with the same formula, charge and spin: 2.7115 eV
orbital gap: 9.664 eV
HOMO energy: -9.94 eV

Entry 6:
This record from the Open Molecules 2025 dataset describes a 10-piece molecular cluster, H20O10 overall. The level of theory is ωB97M-V/def2-TZVPD.

The geometry in XYZ format:
```
30
Properties=species:S:1:pos:R:3:lowdin_charge:R:1
O -0.44 0.69 2.23 -0.02
H -1.26 0.73 2.70 0.09
H 0.10 1.36 2.65 0.09
O -1.54 2.04 0.07 -0.03
H -1.38 1.71 0.95 -0.02
H -1.90 1.31 -0.41 -0.03
O 0.21 -0.02 -0.61 -0.08
H 0.52 -0.79 -0.10 0.00
H -0.01 0.62 0.09 0.01
O 2.04 2.52 0.64 -0.07
H 1.77 2.62 1.56 0.01
H 2.29 1.56 0.46 0.06
O 2.78 1.41 -2.30 -0.09
H 3.26 1.29 -3.10 0.00
H 2.08 0.68 -2.36 0.00
O 0.58 -2.29 0.57 -0.03
H 0.00 -3.03 0.54 0.07
H 0.52 -1.97 1.49 0.02
O -2.72 0.19 -1.99 0.00
H -3.60 -0.11 -2.04 0.04
H -2.20 -0.60 -1.98 0.03
O -2.16 -1.36 0.37 -0.05
H -2.88 -1.06 -0.18 0.02
H -1.36 -1.04 -0.04 -0.03
O 0.31 -1.65 3.35 -0.05
H 0.11 -0.87 2.80 -0.02
H 1.26 -1.59 3.35 0.05
O 1.10 -0.47 -3.11 -0.08
H 1.77 -1.12 -3.40 0.07
H 0.75 -0.74 -2.21 0.04
```

Results
LUMO energy: -0.3180 eV
energy above the lowest of the compared OMol25 structures with the same formula, charge and spin: 3.3375 eV
orbital gap: 9.802 eV
HOMO energy: -10.12 eV

Entry 7:
This record from the Open Molecules 2025 dataset describes a 10-piece molecular cluster, H20O10 overall. The level of theory is ωB97M-V/def2-TZVPD.

The geometry in XYZ format:
```
30
Properties=species:S:1:pos:R:3:lowdin_charge:R:1
H -0.09 -0.18 0.66 0.04
H -0.56 -1.07 -0.48 0.05
H 0.85 2.14 3.13 0.00
H 1.75 1.75 1.96 0.04
H 0.02 0.91 4.61 0.01
H 0.31 -0.21 5.59 0.04
H -3.29 -3.54 -2.02 0.03
H -2.39 -4.72 -2.33 0.03
H 4.43 -1.79 -0.29 0.03
H 4.31 -0.28 -0.09 0.02
H -2.90 -0.35 0.68 0.01
H -3.42 0.22 -0.63 0.02
H -0.93 2.62 2.85 0.03
H -0.68 4.11 2.65 0.05
H 1.36 -0.07 -3.31 0.04
H 2.29 0.90 -2.60 0.04
H 2.51 -4.06 -3.73 0.03
H 2.19 -2.58 -3.59 0.01
H -2.78 3.05 -1.87 0.03
H -2.93 2.36 -0.53 0.00
O -0.80 -0.29 0.03 -0.05
O 1.21 2.47 2.29 -0.06
O 0.08 -0.05 4.67 -0.05
O -2.64 -3.85 -2.66 -0.06
O 4.76 -0.95 -0.63 -0.06
O -3.69 0.04 0.28 -0.06
O -0.78 3.44 3.34 -0.07
O 2.21 -0.03 -2.86 -0.06
O 2.68 -3.20 -4.14 -0.06
O -3.10 3.20 -0.97 -0.05
```

Results
LUMO energy: -0.4665 eV
energy above the lowest of the compared OMol25 structures with the same formula, charge and spin: 3.8427 eV
orbital gap: 10.964 eV
HOMO energy: -11.43 eV

Entry 8:
This record from the Open Molecules 2025 dataset describes H20O10 as an isolated structure. The level of theory is ωB97M-V/def2-TZVPD.

The geometry in XYZ format:
```
30
Properties=species:S:1:pos:R:3:lowdin_charge:R:1
O -17.87 9.66 20.51 -0.03
H -17.96 10.42 21.08 -0.27
H -17.46 9.00 21.06 0.06
O -17.00 12.81 20.82 0.02
H -17.68 12.27 21.23 -0.08
H -16.24 12.71 21.39 0.05
O -21.12 10.93 17.88 -0.05
H -21.44 11.10 18.76 -0.25
H -20.47 10.23 17.99 0.04
O -19.33 11.72 20.11 0.09
H -18.94 11.44 20.94 -0.16
H -19.99 11.06 19.92 0.09
O -20.46 13.50 20.09 -0.03
H -19.83 14.13 19.74 0.05
H -20.01 12.66 20.03 -0.20
O -21.80 11.11 19.83 0.05
H -22.70 11.20 19.53 0.16
H -21.75 10.23 20.18 0.11
O -18.98 12.22 18.30 -0.04
H -19.12 11.96 19.21 -0.35
H -18.03 12.24 18.19 0.04
O -20.77 10.94 21.66 0.07
H -21.68 10.71 21.87 0.15
H -20.81 11.85 21.37 0.12
O -19.83 9.47 20.68 -0.06
H -20.43 8.75 20.89 0.09
H -20.16 10.22 21.17 -0.27
O -18.25 11.21 21.71 0.20
H -18.88 10.91 22.37 0.20
H -17.43 11.32 22.18 0.20
```

Results
LUMO energy: -0.9784 eV
energy above the lowest of the compared OMol25 structures with the same formula, charge and spin: 24.7887 eV
orbital gap: 6.976 eV
HOMO energy: -7.95 eV

Entry 9:
This record from the Open Molecules 2025 dataset describes a 10-piece molecular cluster, H20O10 overall. The level of theory is ωB97M-V/def2-TZVPD.

The geometry in XYZ format:
```
30
Properties=species:S:1:pos:R:3:lowdin_charge:R:1
O -0.44 -2.71 -0.54 -0.06
H 0.36 -2.28 -0.32 -0.05
H -1.16 -2.19 -0.18 0.02
O 2.00 -2.65 0.68 -0.01
H 1.59 -2.25 1.42 0.02
H 2.30 -3.48 0.98 0.03
O -0.41 0.77 2.23 -0.04
H -0.29 1.59 1.76 0.07
H -0.09 0.97 3.09 0.06
O 2.09 -0.15 3.20 -0.05
H 1.46 0.37 2.67 -0.01
H 2.53 0.64 3.54 0.04
O 0.68 0.43 -4.05 -0.05
H 0.28 -0.42 -3.79 0.09
H 0.23 0.82 -4.82 0.08
O -2.71 1.52 0.26 -0.05
H -2.67 2.37 0.64 0.01
H -2.20 1.58 -0.57 -0.02
O -2.68 -0.55 2.78 -0.04
H -2.47 -1.47 2.87 0.02
H -1.94 -0.30 2.25 -0.04
O 2.45 0.93 -2.22 -0.04
H 1.95 0.56 -1.53 -0.05
H 1.86 0.80 -2.94 -0.06
O -1.15 1.38 -1.81 -0.03
H -0.78 2.07 -2.31 0.06
H -1.58 0.97 -2.61 0.13
O 0.61 0.08 -0.27 -0.05
H 0.00 0.44 -0.97 0.02
H 0.17 0.18 0.55 -0.02
```

Results
LUMO energy: -0.4187 eV
energy above the lowest of the compared OMol25 structures with the same formula, charge and spin: 3.8846 eV
orbital gap: 9.832 eV
HOMO energy: -10.25 eV